(1)
61
Properties=species:S:1:pos:R:3:forces:R:3 method="wB97M-V/def2-TZVPD" lumo_energy_ev=0.2 smiles="NC[C@]1([PH2]=O)OC(=O)O[C@]1(F)CCCS(=O)(=O)O.CC(C)=O.CC(C)=O.CC(C)=O" spin_multiplicity=1 fmax_ha_per_bohr=0.0594 homo_lumo_gap_ha=0.3495 total_energy_ev=-61900.141 total_charge=0
N 1.286 2.380 2.409 -0.358 -0.452 0.171
C 0.863 0.998 2.537 0.536 -0.109 0.703
C 1.078 0.088 1.238 -0.788 -0.044 0.358
P 2.277 -1.274 1.665 1.431 0.177 -0.224
O 3.703 -0.864 1.721 -0.233 0.049 -0.196
O 1.432 1.001 0.185 -1.412 0.130 -0.501
C 0.206 1.399 -0.394 1.012 -2.149 1.919
O 0.069 2.236 -1.177 -0.232 1.727 -1.300
O -0.835 0.591 0.087 0.583 0.003 -0.133
C -0.151 -0.541 0.530 1.124 -0.593 0.033
F 0.421 -1.071 -0.661 -0.471 -0.500 0.392
C -0.920 -1.701 1.150 -1.183 0.870 -0.054
C -1.818 -1.325 2.361 -0.407 -0.695 0.071
C -3.276 -0.919 1.953 0.675 -0.597 -0.525
S -3.598 0.839 2.205 -0.009 1.197 1.457
O -2.439 1.587 2.622 0.561 -0.612 -0.931
O -4.650 0.964 3.168 -0.819 -0.529 -0.844
O -4.021 1.401 0.741 0.270 -0.520 1.102
H 2.253 2.467 2.119 -0.237 0.101 -0.158
H 0.656 2.915 1.823 0.316 0.050 0.008
H -0.170 1.011 2.915 0.323 -0.201 -0.413
H 1.504 0.564 3.331 -0.460 0.116 -0.257
H 1.872 -1.723 2.960 -0.593 0.187 -0.518
H 2.013 -2.357 0.787 -0.156 0.289 0.230
H -0.250 -2.544 1.383 0.011 0.609 -0.059
H -1.596 -2.073 0.356 0.461 0.075 0.250
H -1.382 -0.587 3.048 -0.090 -0.221 -0.377
H -1.943 -2.251 2.953 0.125 0.438 -0.201
H -3.469 -1.228 0.910 0.043 0.543 0.338
H -3.983 -1.505 2.559 0.042 0.820 -0.046
H -3.994 2.372 0.851 0.024 -0.235 -0.211
C 5.074 -5.281 0.013 -0.304 -0.118 0.070
C 4.382 -4.077 -0.575 -0.128 0.103 -0.031
O 3.172 -3.987 -0.587 0.046 -0.030 0.087
C 5.254 -2.991 -1.147 -0.249 0.130 -0.076
H 4.327 -5.980 0.386 0.015 0.038 -0.026
H 5.670 -5.779 -0.753 0.157 0.079 0.088
H 5.714 -4.973 0.842 0.150 -0.015 -0.125
H 5.858 -3.389 -1.964 0.144 -0.008 0.123
H 5.901 -2.584 -0.368 0.109 -0.075 -0.069
H 4.626 -2.189 -1.533 0.012 -0.031 0.045
C -7.094 -0.074 -3.084 -0.178 -0.242 -0.020
C -7.368 -0.115 -1.600 -0.193 -0.101 0.102
O -8.105 -0.945 -1.118 0.099 0.049 -0.051
C -6.682 0.921 -0.744 -0.265 -0.198 0.128
H -7.649 -0.872 -3.575 0.012 0.026 0.044
H -7.417 0.883 -3.496 0.192 0.046 -0.011
H -6.029 -0.220 -3.271 0.009 0.197 -0.044
H -6.988 1.922 -1.056 0.175 0.018 -0.084
H -5.603 0.816 -0.830 -0.027 0.162 -0.150
H -6.967 0.776 0.297 0.014 -0.008 -0.040
C 3.235 2.806 -1.769 0.243 0.094 0.188
C 4.210 3.943 -1.939 0.050 0.053 0.233
O 4.861 4.363 -1.008 -0.048 -0.006 -0.104
C 4.341 4.538 -3.320 0.218 0.199 0.112
H 3.241 2.471 -0.734 0.050 0.016 -0.051
H 2.225 3.124 -2.026 0.038 -0.097 -0.176
H 3.543 1.978 -2.411 -0.201 -0.008 -0.082
H 3.381 4.945 -3.643 -0.016 -0.160 -0.116
H 4.679 3.776 -4.024 -0.185 -0.002 -0.070
H 5.074 5.344 -3.298 -0.025 -0.038 0.024

(2)
51
Properties=species:S:1:pos:R:3:forces:R:3 method="wB97M-V/def2-TZVPD" relative_energy_kcal_mol=0.0 lumo_energy_ev=0.1 spin_multiplicity=1 fmax_ha_per_bohr=0.0625 homo_lumo_gap_ha=0.1614 total_energy_ev=-41329.062 total_charge=0
P -0.954 -0.862 -2.059 1.169 0.814 1.092
P -1.599 -0.286 1.947 -0.033 -0.504 -0.038
C -1.925 -1.570 -0.680 -0.464 -0.428 0.090
C -2.526 -0.640 0.413 -0.858 -0.283 -0.343
H -1.384 -2.431 -0.241 -0.226 0.575 -0.278
H -2.776 -2.014 -1.223 0.068 0.064 0.181
H -2.890 0.316 -0.007 0.181 -0.492 0.201
H -3.424 -1.158 0.793 0.120 0.142 -0.183
C -1.610 -1.846 2.865 -0.162 -0.086 0.074
H -0.933 -1.775 3.728 -0.131 0.050 -0.429
H -1.274 -2.677 2.225 0.034 0.387 0.231
H -2.631 -2.045 3.214 0.042 -0.003 -0.121
C -2.615 0.853 2.895 -0.887 0.021 0.171
H -3.337 0.274 3.487 0.024 0.398 -0.082
H -3.154 1.528 2.216 0.121 -0.086 0.263
H -1.979 1.442 3.570 -0.172 -0.219 -0.233
C -0.447 -2.262 -3.053 -0.254 -0.281 -0.436
H 0.474 -2.036 -3.606 -0.335 -0.032 0.320
H -1.261 -2.471 -3.760 0.004 -0.172 -0.033
H -0.283 -3.137 -2.406 0.068 0.442 -0.289
C -2.104 0.107 -3.055 -1.251 -0.517 -0.616
H -2.684 0.798 -2.425 0.193 -0.171 -0.226
H -2.780 -0.599 -3.555 -0.196 0.510 -0.113
H -1.546 0.679 -3.812 -0.137 -0.218 0.305
Hg 3.761 3.340 0.396 0.593 -0.584 -0.565
C 0.084 0.328 1.950 3.126 0.385 -0.638
C 1.011 -0.807 1.939 0.051 0.450 2.708
C 1.183 -1.588 0.751 0.412 -0.199 -0.521
C 2.160 -1.025 -0.346 0.180 -0.827 0.468
C 1.432 -0.639 -1.540 0.607 -1.005 -0.875
C 0.318 0.309 -1.597 -0.715 0.412 -0.669
C -0.185 1.323 -0.512 0.112 0.656 -0.751
C 0.452 1.407 0.866 -0.729 0.575 0.375
C 3.834 2.519 -1.533 -0.279 0.328 0.279
H 0.141 0.837 2.932 -0.087 -0.263 -0.260
H 1.515 -1.066 2.866 -0.218 0.041 -0.008
H 0.186 -1.627 0.274 0.441 -0.292 -0.292
H 1.457 -2.629 0.994 -0.010 0.136 -0.143
H 2.779 -0.204 0.055 0.040 -0.240 0.605
H 2.847 -1.848 -0.605 0.027 0.334 -0.027
H 1.884 -0.883 -2.501 0.059 0.479 0.070
H 0.430 0.894 -2.532 -0.238 0.191 0.153
H -1.279 1.265 -0.408 0.332 0.012 -0.072
H -0.044 2.313 -0.980 0.044 -0.241 0.251
H 1.541 1.450 0.757 -0.207 -0.383 0.262
H 0.159 2.385 1.282 -0.065 -0.013 -0.170
H 4.431 3.188 -2.164 -0.188 -0.154 0.050
H 2.810 2.449 -1.908 0.232 -0.127 -0.157
H 4.291 1.525 -1.511 -0.196 0.193 0.083
N 4.356 4.512 3.331 -0.648 -1.017 -2.519
C 4.086 4.082 2.270 0.405 1.243 2.853